ORCA calculation (ωB97M-V with the def2-TZVPD basis set) on C11H12CeN2P as an isolated structure in a non-equilibrium geometry.

Calculated values
HOMO energy (alpha / beta)   -10.84 / -10.84 eV
Charge   +1
Relative energy (zero: lowest compared OMol25 entry of this formula, charge and spin)   0.0 kJ/mol
Kohn-Sham gap (alpha / beta)   6.49 / 6.49 eV
DFT total energy   -36786.9386 eV

CARTESIAN COORDINATES (ANGSTROEM)
C 0.711 0.379 -1.650
C 0.129 -0.126 -2.811
C -0.385 -1.449 -2.936
C -0.310 -2.334 -1.825
C 0.173 -1.939 -0.581
Ce -0.925 -0.078 -0.231
P 0.047 2.867 0.207
H 1.331 1.284 -1.693
H 0.045 0.494 -3.717
H -0.756 -1.824 -3.897
H 0.277 -2.624 0.272
H -0.641 -3.368 -2.006
H -0.768 3.871 0.846
H 0.397 3.648 -0.925
H 1.225 3.209 0.931
N 0.147 -0.427 7.651
C 0.069 -0.472 6.483
C -0.049 -0.330 5.044
C 0.039 -1.397 4.140
C -0.106 -1.129 2.768
N -0.357 0.109 2.273
C -0.334 1.139 3.156
C -0.193 0.959 4.524
H 0.222 -2.427 4.471
H -0.050 -1.903 1.992
H -0.453 2.140 2.754
H -0.192 1.816 5.205

Cartesian forces, eV/Å:
-1.151 0.941 0.789
-0.107 -0.322 -0.879
-0.280 0.708 1.283
0.116 -0.490 -0.164
-1.386 0.510 0.706
2.098 -1.203 -2.133
0.074 1.189 0.242
-0.095 -0.330 -0.337
0.514 -0.296 0.272
-0.060 0.372 0.519
0.179 -0.332 -0.622
0.337 0.341 0.108
0.340 -0.426 -0.313
-0.227 -0.250 0.150
-0.264 -0.312 -0.093
-0.182 -0.287 -2.893
0.124 0.237 2.352
0.246 -0.183 -0.428
0.015 -0.199 -0.394
-0.327 0.445 0.216
0.493 -0.052 1.194
-0.208 -0.529 -0.028
-0.011 0.313 0.096
-0.118 0.552 -0.110
-0.004 0.083 0.767
-0.065 -0.177 0.074
-0.050 -0.303 -0.374